Record 1
Formula: C3H4LiO4
Source: the OMol25 dataset
Level of theory: wB97M-V/def2-TZVPD

Computed properties:
Charge: +1
Relative energy (zero: lowest compared OMol25 entry of this formula, charge and spin): 38.91 kJ/mol
LUMO energy: -4.173 eV
Highest occupied orbital energy: -15.385 eV

Last column: Mulliken charge in e.
Geometry (Å):
C (-1.3373, -0.0279, -0.6177)  0.177
C (-0.6676, 1.1744, 0.0440)  -0.320
O (0.5830, 0.6616, 0.5259)  -0.287
C (0.5978, -0.6531, 0.4438)  0.944
O (-1.3258, 0.0434, -1.9796)  -0.478
O (1.3528, -1.3588, 1.0768)  -0.788
O (-0.4159, -1.1245, -0.2601)  -0.387
Li (1.4978, -2.8734, 1.3472)  0.884
H (-2.3344, -0.2525, -0.2212)  0.358
H (-1.2349, 1.5585, 0.8979)  0.293
H (-0.4669, 1.9751, -0.6728)  0.258
H (-0.3950, 0.0064, -2.2859)  0.346

=====

Record 2
Formula: C3H4LiO4Tl
Source: the OMol25 dataset
Level of theory: wB97M-V/def2-TZVPD

Computed properties:
2S+1: 2
Charge: +1
Relative energy (zero: lowest compared OMol25 entry of this formula, charge and spin): 469.56 kJ/mol
LUMO energy (spin up / spin down): -3.733 / -6.346 eV
⟨S²⟩: 0.78
Highest occupied orbital energy (spin up / spin down): -13.200 / -13.241 eV

Last column: Mulliken charge in e.
Geometry (Å):
O (1.8702, 1.3113, -0.0465)  -0.794
C (1.6334, 0.1747, 0.4644)  1.107
O (2.4790, -0.7230, 0.4988)  -0.768
Li (3.7841, 0.7559, 0.0653)  0.883
O (0.3345, -0.0732, 0.7531)  -0.365
C (-0.4963, -0.6853, -0.2199)  -0.102
C (-1.9598, -0.3496, -0.0991)  -0.671
H (-0.1819, -1.7465, -0.2063)  0.466
H (-1.1809, -1.1645, -1.2342)  0.353
H (-2.6411, -1.2057, -0.2094)  0.410
H (-2.5103, 0.1297, 0.7386)  0.275
Tl (0.1670, 2.5913, 0.1557)  0.607
O (-1.2978, 0.9849, -0.6605)  -0.401

=====

no.,DFT total energy (eV)
1,-11565.3889
2,-16251.2391